No. 1
Computed, not measured: 7 unconnected molecules or ions with the total composition C36H78BrF3N2O12PS at a distorted geometry, with ωB97M-V/def2-TZVPD.

total charge: +1
HOMO level: -11.33 eV
E_LUMO: -2.718 eV
F_max: 3.66 eV Å⁻¹
frontier orbital gap: 8.616 eV

Each line ends with the Löwdin charge.
CARTESIAN COORDINATES (ANGSTROEM)
C  -0.289  -1.487  -1.484  -0.12
H  0.245  -0.262  -7.147  0.06
H  -2.827  3.001  -2.034  0.12
O  -6.255  2.405  0.491  -0.18
C  3.687  6.326  3.726  -0.08
C  2.485  2.508  -0.035  -0.17
H  0.066  -0.966  -2.423  0.10
H  3.674  4.404  2.752  0.08
H  -4.308  3.332  0.486  0.11
C  -5.117  2.960  -0.197  -0.21
H  -6.369  -3.944  -3.539  0.08
H  3.405  6.889  2.834  0.08
H  -6.097  -6.430  -3.632  0.12
H  -1.200  -1.034  -6.513  0.07
H  1.636  -2.186  -6.361  0.11
O  1.925  0.090  -9.007  -0.09
H  -6.994  -4.695  -2.056  0.08
H  1.829  -5.442  3.618  0.11
C  2.210  1.780  1.317  -0.19
H  1.640  -6.896  5.248  0.07
H  2.873  2.543  -8.517  0.08
O  5.513  5.270  2.550  -0.09
H  4.140  -0.107  -1.397  0.08
H  -6.627  -0.043  2.570  0.07
H  -2.745  1.202  -2.221  0.07
H  1.419  -3.598  2.690  0.11
H  -3.360  -6.656  -6.690  0.07
C  1.684  0.295  3.972  -0.11
C  -0.209  -1.231  -6.931  -0.08
H  -0.030  2.487  -0.676  0.11
C  -4.536  1.837  -1.144  -0.17
H  3.167  1.229  1.560  0.14
H  4.507  2.025  -8.050  0.07
H  2.003  -0.498  4.692  0.09
O  0.801  0.973  6.513  -0.30
C  0.986  -0.179  2.654  -0.16
C  4.354  5.019  3.341  -0.32
H  3.601  -5.821  3.906  0.12
C  3.628  1.764  -8.645  -0.09
C  4.057  2.683  -0.319  -0.08
H  2.195  0.069  -9.934  0.09
C  -2.996  2.029  -1.498  -0.19
H  2.147  7.334  8.914  0.08
H  3.803  -3.286  2.963  0.13
H  4.373  6.957  4.298  0.08
H  -2.074  3.003  0.285  0.11
H  2.776  0.428  -7.182  0.11
Br  -2.715  -1.673  -3.242  0.73
C  0.566  -0.895  -0.296  -0.27
C  -1.560  -5.561  -7.167  -0.32
H  -0.924  -5.365  -8.031  0.11
C  0.882  1.004  1.573  -0.23
C  1.642  -2.590  3.110  -0.11
H  -5.443  2.730  2.359  0.12
H  1.999  2.099  -0.950  0.09
H  2.072  5.845  6.897  0.10
H  -2.573  1.271  0.507  0.10
H  4.649  4.454  4.231  0.11
H  4.290  3.788  -0.372  0.09
H  3.825  -0.372  -8.368  0.11
H  -5.136  -6.385  -2.144  0.11
O  0.795  -1.275  -4.731  -0.12
H  -0.912  0.071  0.910  0.12
O  -2.056  -4.311  -6.697  -0.10
C  -6.931  1.027  2.441  -0.07
F  1.371  -3.065  0.255  0.00
C  -2.070  1.990  -0.192  -0.17
H  -4.607  0.833  -0.636  0.10
O  -2.571  -1.026  -0.601  0.01
H  -0.947  -6.015  -6.381  0.11
O  -1.032  1.179  4.729  -0.15
O  0.078  5.425  7.068  -0.10
H  -5.412  -3.885  -2.066  0.06
H  -2.612  -4.490  -5.927  0.06
H  2.792  6.146  4.327  0.06
O  1.093  2.944  4.972  -0.16
H  3.166  -6.600  5.874  0.07
S  -0.887  -2.672  1.436  0.96
H  0.989  7.232  6.688  0.11
C  2.680  -5.334  4.339  -0.27
C  1.946  -0.584  -0.982  -0.04
P  0.583  1.359  5.085  0.57
H  1.478  5.741  9.325  0.08
C  2.920  -3.872  4.873  -0.18
C  3.115  -2.788  3.696  -0.14
N  1.555  -1.450  2.051  -0.16
C  -5.764  1.844  1.728  -0.26
F  -0.023  1.970  2.122  0.03
H  -0.093  -0.380  2.928  0.14
H  -1.076  -2.308  2.756  -0.06
C  1.312  6.651  8.746  -0.09
H  0.399  7.112  9.131  0.08
C  -1.831  -1.332  -1.469  -0.74
C  -5.424  -5.816  -3.033  -0.31
H  -0.702  1.161  -1.672  0.12
H  0.945  -2.350  3.962  0.14
H  -4.892  1.148  1.546  0.10
H  -7.798  1.035  1.721  0.08
H  2.103  3.568  0.074  0.13
H  -0.722  5.856  7.392  0.09
H  3.800  -3.905  5.563  0.12
C  -6.095  -4.513  -2.648  -0.09
N  2.303  -6.169  5.538  -0.03
H  0.184  -2.977  -5.722  0.10
F  2.236  2.836  2.306  -0.06
H  -0.326  -1.780  -7.866  0.08
C  -0.586  1.522  -0.606  -0.10
H  4.323  2.267  -1.324  0.06
H  2.602  0.938  3.813  0.12
H  1.984  -3.568  5.429  0.12
H  0.730  3.448  5.734  0.07
O  -4.258  -5.557  -3.809  -0.10
C  3.103  -0.486  -1.280  0.15
C  0.022  0.439  0.369  -0.15
H  -0.068  -2.577  -1.696  0.16
O  2.881  -1.176  1.797  0.04
H  -7.242  1.517  3.401  0.07
H  -5.478  3.797  -0.855  0.13
C  0.641  -2.009  -5.950  -0.30
H  -0.087  -1.130  -4.369  0.00
H  4.684  2.288  0.525  0.08
C  3.075  0.414  -8.232  -0.33
C  0.758  -1.957  0.895  -0.55
H  6.116  5.808  3.077  0.08
C  -2.708  -6.475  -7.549  -0.09
H  3.909  1.761  -9.701  0.07
H  3.258  -1.723  1.078  0.15
H  -3.663  -5.021  -3.269  0.06
H  3.532  -1.885  4.195  0.11
H  -3.322  -6.013  -8.325  0.08
H  -2.338  -7.434  -7.917  0.08
C  1.167  6.324  7.273  -0.32
H  -5.103  1.731  -2.115  0.12
H  -1.366  2.095  4.602  0.09

Cartesian forces, eV/Å:
C -0.36 -0.05 -0.94
H 0.05 -0.13 -0.08
H -0.17 -0.82 0.35
O 1.49 0.13 0.73
C -0.11 0.03 0.03
C 0.54 1.20 -0.39
H -0.39 -0.58 1.09
H 0.23 0.08 -0.01
H -0.90 -0.24 -0.34
C -0.20 -0.69 -1.71
H -0.03 -0.09 0.02
H -0.03 -0.09 0.02
H 0.19 0.00 -0.08
H -0.03 -0.19 -0.02
H 0.03 0.10 0.19
O -0.09 -0.09 0.07
H 0.04 0.06 0.01
H 0.84 0.41 0.42
C 1.50 1.25 0.10
H 0.60 0.23 0.32
H 0.03 -0.06 0.07
O 0.05 -0.16 -0.15
H -1.31 -0.79 -0.24
H -0.31 1.01 0.19
H 0.00 0.79 0.75
H -0.37 1.25 -0.15
H 0.10 -0.06 0.02
C 0.28 0.84 0.04
C -0.01 0.12 0.01
H 0.04 -1.10 0.16
C 1.02 -0.15 -0.17
H -1.51 -0.09 -0.23
H 0.00 0.02 -0.07
H -0.59 0.50 -0.72
O -0.14 -0.37 -1.87
C -1.23 1.95 0.77
C 0.19 0.35 0.13
H -0.80 1.03 -0.09
C 0.03 0.10 0.08
C -0.62 0.77 0.15
H -0.08 0.01 0.13
C -0.50 0.22 0.48
H -0.06 0.00 0.03
H -0.56 0.99 0.45
H -0.05 -0.06 0.08
H 0.21 -0.95 -0.32
H -0.14 -0.09 -0.09
Br 0.78 -0.07 0.38
C 1.67 1.10 -0.36
C -0.35 -0.11 0.22
H -0.02 0.16 0.09
C -0.91 -0.31 -0.60
C 1.28 -0.94 1.85
H -0.10 -1.14 -0.44
H 0.34 -0.03 1.01
H -0.14 -0.09 -0.06
H 0.67 0.53 -0.40
H -0.18 -0.05 0.05
H -0.19 -1.23 0.08
H 0.10 0.05 0.16
H -0.17 -0.07 0.02
O 0.34 0.10 0.47
H 1.10 0.38 -0.49
O 0.14 0.25 0.10
C 0.24 0.49 -0.99
F 0.15 1.36 1.63
C -0.43 -0.54 -1.13
H -0.06 0.98 -0.34
O 0.75 -0.10 -0.02
H 0.09 -0.13 -0.12
O 1.99 1.32 -0.58
O 0.03 -0.32 -0.30
H -0.05 -0.05 0.08
H -0.02 -0.03 -0.18
H 0.02 0.05 0.00
O -1.37 -1.85 -0.95
H -0.64 -0.12 0.07
S 0.22 0.25 0.35
H 0.17 0.03 -0.01
C -0.06 -0.71 1.06
C -1.74 -1.26 1.92
P 0.43 0.94 3.52
H 0.06 0.03 -0.08
C -0.78 0.00 -1.12
C -0.79 -1.26 1.36
N 0.41 -1.88 1.34
C -0.86 -0.11 0.77
F 0.96 -1.29 -0.19
H 1.20 -0.12 -0.48
H 0.56 0.02 -1.00
C 0.07 -0.05 0.08
H 0.07 0.10 -0.05
C -0.26 0.10 -0.06
C 0.09 0.32 0.21
H 0.53 0.08 1.22
H 0.60 -0.22 -1.10
H -0.69 0.81 0.08
H 0.77 0.02 0.86
H 0.04 -1.29 0.02
H 0.09 -0.13 -0.04
H -0.80 0.28 -0.57
C -0.13 0.05 0.01
N 0.18 0.26 -0.92
H 0.03 -0.04 -0.16
F -0.14 -1.21 -0.75
H -0.04 0.06 0.04
C -1.09 0.87 -0.17
H -0.04 0.12 1.05
H -1.02 -0.73 -0.12
H 1.20 -0.48 -0.16
H 0.21 -0.23 -0.14
O 0.31 -0.03 -0.21
C 1.44 1.11 0.00
C -1.39 -0.34 0.14
H -0.13 1.16 0.42
O 1.10 1.25 -1.25
H 0.31 -0.68 -0.88
H 0.30 -0.61 0.85
C -0.46 0.00 -0.13
H -0.10 -0.05 -0.38
H -0.48 0.13 -0.96
C 0.08 0.11 -0.43
C -1.37 -0.42 -2.57
H -0.06 -0.07 -0.12
C -0.05 -0.09 -0.07
H 0.10 -0.04 0.06
H -0.70 -0.06 0.02
H -0.15 -0.10 -0.10
H -0.16 -0.57 -0.89
H 0.11 -0.01 -0.02
H -0.05 0.01 0.02
C -0.20 0.23 0.28
H 0.37 0.35 1.14
H -0.16 -0.75 -0.14

---

No. 2
Computed, not measured: C19H24N4O in the gas phase at a distorted geometry, with ωB97M-V/def2-TZVPD.

HOMO level: -8.45 eV
SMILES string: Cc1cc(NC(=O)c2cccc([C@H]3C[C@H]3NCC3CC3)c2)n(C)n1
E_LUMO: 0.475 eV
F_max: 3.82 eV Å⁻¹
frontier orbital gap: 8.922 eV

Each line ends with the Löwdin charge.
CARTESIAN COORDINATES (ANGSTROEM)
H  5.017  3.188  1.801  0.10
H  0.002  2.245  2.724  0.12
C  0.726  -1.961  -0.816  -0.46
C  2.609  1.903  -1.073  -0.02
N  -2.056  -3.859  -0.334  -0.12
C  -3.965  -5.619  -2.895  -0.04
H  -1.464  4.585  2.851  0.06
C  0.386  2.626  1.758  -0.18
H  -1.100  -4.127  1.652  0.09
C  -2.944  -4.842  -2.003  -0.32
N  -2.912  -4.853  -0.711  0.09
H  -2.821  -3.621  1.655  0.05
N  -0.457  -2.190  -1.485  0.16
H  0.487  1.704  1.184  0.11
N  1.687  3.256  1.942  -0.05
H  1.531  2.036  -2.906  0.09
H  2.917  2.303  3.317  0.12
H  -4.211  -6.596  -2.476  0.06
C  1.401  -0.664  -0.986  -0.14
H  3.014  2.910  -1.062  0.10
H  0.338  0.015  -2.800  0.11
O  1.087  -2.733  -0.006  0.12
H  -3.774  -5.797  -4.007  0.09
C  2.808  2.498  2.304  -0.31
H  -2.712  3.078  0.375  0.08
C  2.818  1.013  0.018  -0.14
H  -1.963  5.507  1.354  0.11
H  3.780  3.728  0.596  0.11
C  -2.071  3.113  1.265  -0.14
C  -1.886  -3.486  1.144  -0.01
H  -2.287  2.313  1.986  0.09
C  3.975  3.011  1.458  -0.06
H  2.412  -0.835  0.862  0.12
C  -1.910  -3.902  -2.489  0.01
H  -1.559  -2.384  1.348  0.11
H  -0.419  3.924  -0.083  0.15
C  -1.616  4.524  1.812  -0.11
H  4.089  0.813  1.836  0.13
C  -0.587  3.613  1.017  -0.23
H  -4.914  -5.088  -2.758  0.06
C  1.793  1.447  -2.066  -0.07
C  2.231  -0.232  0.020  0.01
C  3.441  1.543  1.351  -0.14
H  -0.734  -1.412  -2.045  0.11
C  1.139  0.179  -2.062  0.00
H  1.657  4.187  2.337  0.13
H  -1.579  -3.817  -3.484  0.09
C  -1.401  -3.243  -1.421  -0.23

Cartesian forces, eV/Å:
H -0.91 -0.54 0.21
H -0.58 0.54 -0.16
C -1.98 0.27 -0.44
C 0.22 -1.24 1.34
N 1.46 1.81 1.90
C 0.13 0.02 0.48
H 0.15 0.00 1.15
C 0.13 1.45 -0.04
H -0.88 0.62 -0.85
C 1.75 0.65 -3.05
N -0.21 1.15 1.37
H -0.49 -0.21 -0.05
N -0.50 0.72 -0.17
H 0.20 0.21 -0.42
N -1.69 -0.13 -1.11
H 0.04 0.89 -0.62
H 0.59 -0.55 1.94
H 0.42 -0.10 0.14
C -0.72 0.52 -1.69
H -0.06 -0.25 -0.14
H 0.81 -0.15 0.21
O 1.62 -2.51 2.39
H 0.24 0.75 1.69
C 0.62 1.79 -2.00
H 0.20 0.21 0.53
C 0.01 2.31 1.17
H 0.45 -1.69 0.41
H -0.34 -1.15 1.52
C 0.84 2.08 -0.50
C 1.54 0.37 -0.50
H 0.43 0.50 -0.28
C 1.33 -0.62 -0.63
H -0.02 -0.93 0.88
C -1.84 -1.25 -0.04
H -0.57 -1.94 -1.10
H 0.16 -0.71 2.09
C 0.36 -1.24 -2.69
H -0.22 0.12 -0.03
C -2.39 -1.11 0.46
H 0.11 0.14 -0.48
C -1.29 -1.38 -0.95
C 0.72 0.65 -0.09
C 0.70 0.29 -2.15
H -0.48 0.06 -0.38
C 0.45 1.39 0.73
H -0.03 -0.29 -0.02
H 0.15 0.29 -1.02
C -0.64 -1.79 0.94

---

No. 3
Computed, not measured: 2 unconnected molecules or ions with the total composition CH4I2N3 at a distorted geometry, with ωB97M-V/def2-TZVPD.

total charge: +1
HOMO level: -13.32 eV
E_LUMO: -5.345 eV
F_max: 5.77 eV Å⁻¹
frontier orbital gap: 7.970 eV

Each line ends with the Löwdin charge.
CARTESIAN COORDINATES (ANGSTROEM)
N  -1.381  0.262  -0.117  -0.43
H  0.111  -1.672  0.801  -0.09
N  0.784  1.196  -0.004  0.12
H  1.767  0.895  -0.320  0.03
H  0.398  2.173  -0.100  0.17
N  0.586  -1.639  -0.062  -0.55
I  -2.750  -1.249  0.024  1.01
I  2.491  -1.459  0.050  1.01
H  -1.884  1.206  -0.124  0.13
C  -0.122  0.287  -0.148  -0.41

Cartesian forces, eV/Å:
N -2.73 2.82 -0.17
H -0.18 -0.57 1.89
N -0.17 1.14 -1.33
H -1.34 0.83 0.69
H 1.43 -1.09 0.15
N -3.06 4.00 -2.29
I 0.20 -0.23 -0.09
I 2.48 -0.18 0.36
H 0.82 -1.61 0.04
C 2.56 -5.12 0.74

---

| no. | total energy (eV) |
| --- | --- |
| 1 | -164453.0446 |
| 2 | -28096.1646 |
| 3 | -21762.7476 |